(1)
The following is a quantum chemistry calculation of a molecular structure, C24H45NO3P2Re, from the OMol25 dataset.

Properties
Multiplicity ... 4
Largest force on an atom ... 6.78 eV/Å
Relative energy (zero: lowest compared OMol25 entry of this formula, charge and spin) ... 0.0000 eV
Total charge ... +2
Expectation value of S² ... 3.771
Lowest unoccupied orbital energy (spin up / spin down) ... -6.193 / -8.525 eV

```
76
Properties=species:S:1:pos:R:3:forces:R:3:lowdin_charge:R:1
Re -0.5953 0.0244 -0.0438 5.1 -0.9 -0.5 1.407
C -1.9945 1.5493 0.5493 -0.6 0.0 0.8 -0.316
C -2.5775 0.7134 -0.4669 -0.1 -0.1 0.0 -0.314
C -2.0830 -0.6159 1.3790 -1.3 0.3 1.1 -0.346
C -1.7327 0.7273 1.6948 -1.3 -0.3 0.6 -0.296
C -2.6083 -0.6354 0.0474 -0.7 -0.4 0.3 -0.331
C -1.8512 3.0314 0.5678 0.3 0.6 -0.2 0.001
H -1.4801 3.4164 -0.3865 -0.1 0.0 0.1 0.083
H -1.1504 3.3628 1.3563 -0.4 -0.2 -0.4 0.074
H -2.8206 3.5206 0.7540 0.3 -0.2 0.0 0.118
C -1.5581 1.1831 3.1052 0.7 0.1 0.7 0.008
H -1.3723 2.2607 3.1873 -0.2 -0.3 -0.1 0.077
H -0.7289 0.6869 3.6505 -0.6 0.3 -0.6 0.052
H -2.4731 0.9413 3.6812 0.3 0.2 -0.4 0.125
C -2.2579 -1.6873 2.4136 0.3 -0.3 0.3 -0.007
H -3.2757 -1.6358 2.8321 0.2 0.1 -0.2 0.123
H -1.5665 -1.5840 3.2626 -0.2 0.0 -0.4 0.062
H -2.1344 -2.6957 2.0123 0.0 0.2 0.0 0.062
C -3.2067 -1.8653 -0.5653 -0.1 -0.4 -0.4 -0.002
H -4.2353 -1.6677 -0.9136 0.4 -0.1 0.2 0.115
H -3.2325 -2.7043 0.1625 -0.1 0.6 -0.5 0.095
H -2.6243 -2.1857 -1.4432 -0.4 -0.2 0.5 0.054
C -3.1315 1.1936 -1.7485 -0.4 0.4 -0.5 -0.003
H -4.0302 1.8184 -1.5845 0.4 -0.3 0.0 0.121
H -3.4238 0.3410 -2.3814 0.1 0.5 0.2 0.089
H -2.3715 1.8173 -2.2490 -0.6 -0.3 0.0 0.073
C 1.5138 0.6064 -1.9411 -0.8 1.0 -0.3 -0.137
C 0.3413 1.3222 -2.0705 1.4 0.1 -0.7 -0.173
C -0.2412 1.4641 -3.4717 -0.1 0.5 0.1 -0.160
C -1.1107 0.3000 -3.9690 -0.8 -0.3 -0.7 -0.173
C -1.1603 -0.9011 -3.0678 0.5 -0.5 -0.5 -0.115
C -0.0471 -1.6165 -2.8126 -0.3 -0.2 -0.4 -0.125
C 1.2402 -1.3723 -3.5680 0.1 -0.2 -0.3 -0.156
C 2.1057 -0.1793 -3.0685 0.6 -0.2 -0.1 -0.164
H 0.5702 1.6119 -4.2044 -0.1 -0.1 0.5 0.122
H -0.7727 0.0050 -4.9772 0.0 0.0 0.4 0.131
H -0.8144 2.4019 -3.5303 0.1 -0.3 0.1 0.118
H 2.3360 0.4726 -3.9305 -0.3 0.0 0.4 0.131
H 2.1657 0.7331 -1.0939 -0.3 -0.1 0.2 0.060
H 0.0644 2.1223 -1.3692 0.3 -0.4 0.0 0.085
H 3.0921 -0.5539 -2.7546 -0.3 0.1 0.0 0.115
H 1.8444 -2.2943 -3.5435 -0.2 0.4 0.1 0.122
H -0.0460 -2.4860 -2.1513 -0.3 0.2 -0.5 0.059
H 1.0284 -1.2111 -4.6410 -0.1 -0.1 0.5 0.126
H -2.1332 0.6582 -4.1275 0.2 -0.1 0.0 0.104
H -2.1526 -1.2737 -2.8120 0.5 0.3 0.2 0.084
P 2.2717 1.9771 1.4027 -2.0 -2.0 -0.8 0.628
C 1.6350 2.5843 2.9498 0.2 0.5 0.5 -0.149
H 2.2945 3.4031 3.2862 -0.3 -0.2 0.1 0.085
H 1.6383 1.7735 3.7041 0.1 0.6 -0.5 0.036
H 0.6108 2.9792 2.8216 0.6 -0.2 0.0 0.046
C 3.8796 1.2483 1.6448 0.4 0.4 0.2 -0.141
H 4.5701 2.0707 1.8887 0.1 -0.4 0.0 0.078
H 4.2168 0.7297 0.7328 -0.1 0.3 0.3 0.069
H 3.8250 0.5380 2.4878 0.0 0.3 -0.4 0.067
C 2.2669 3.2945 0.1973 0.4 0.4 0.1 -0.141
H 2.3955 2.8863 -0.8090 0.1 0.1 0.2 0.052
H 3.0762 3.9991 0.4199 -0.2 0.0 -0.2 0.078
H 1.3068 3.8215 0.2401 0.2 -0.1 0.1 0.064
P 0.7279 -2.3518 0.5473 -0.7 0.8 -0.5 0.838
C -0.2438 -3.8439 0.0285 0.3 0.1 0.0 -0.228
H 0.4305 -4.7024 -0.1258 -0.3 0.2 0.1 0.068
H -0.8059 -3.6530 -0.8994 0.2 -0.2 0.5 0.024
H -0.9691 -4.0751 0.8267 0.4 0.0 -0.3 0.045
C 2.2974 -2.3012 -0.3914 -0.1 -0.2 0.0 -0.232
H 2.0980 -1.9940 -1.4238 0.2 -0.2 0.4 -0.002
H 2.7970 -3.2776 -0.3801 0.0 0.2 0.0 0.072
H 2.9461 -1.5502 0.0805 -0.2 -0.2 -0.1 0.046
C 1.2729 -2.7659 2.2440 -0.2 0.2 0.2 -0.235
H 1.8886 -3.6810 2.2535 -0.2 0.4 -0.1 0.076
H 0.3908 -2.9186 2.8844 0.3 -0.1 -0.3 0.032
H 1.8462 -1.9268 2.6733 -0.1 -0.4 -0.3 0.027
O 1.8611 -0.2954 4.3806 -3.6 1.1 0.7 0.033
N 0.6514 -0.4083 4.6910 3.8 -5.6 0.4 -0.078
O 0.1713 -1.5174 5.0007 0.1 4.1 -0.7 0.095
O 1.3446 0.8374 0.8745 -0.1 0.5 0.4 -0.531
```
Forces are in eV/Å.

(2)
The following is a quantum chemistry calculation of 2 unconnected molecules or ions with the total composition C5H6O2Si, from the OMol25 dataset.

Properties
Largest force on an atom ... 5.97 eV/Å
Relative energy (zero: lowest compared OMol25 entry of this formula, charge and spin) ... 3.4274 eV
Structure (SMILES) ... C#C[SiH3].C#CC1OO1
Total charge ... 0
Lowest unoccupied orbital energy ... 0.713 eV

```
14
Properties=species:S:1:pos:R:3:forces:R:3:lowdin_charge:R:1
C -1.8124 -1.6417 -1.0489 -0.3 2.6 1.4 0.007
C 0.7873 -1.7076 0.6482 -2.2 -5.2 1.9 0.080
C 1.8928 0.5968 -0.1180 -1.6 -1.4 -2.4 -0.412
C 1.3501 -0.7601 0.2686 2.5 5.3 -1.0 -0.048
C -1.8280 -0.6168 -0.4417 0.2 3.0 1.1 -0.314
O 2.4491 1.4961 0.7020 -1.4 2.3 4.3 0.025
O 3.2480 0.8173 -0.1773 2.8 -1.9 -2.1 0.030
Si -1.6226 1.1575 0.3389 1.3 -1.2 -1.4 0.616
H -1.7586 -2.5094 -1.5008 0.1 -3.8 -2.1 -0.027
H 0.3346 -2.6823 1.0032 0.8 2.0 -0.7 0.091
H 1.4236 1.1692 -0.9445 -0.4 -1.2 0.3 0.132
H -0.7292 2.0468 -0.6530 -1.1 -1.0 1.1 -0.046
H -0.7291 0.9285 1.5835 -1.1 0.4 -0.7 -0.047
H -3.0056 1.7056 0.3399 0.4 0.0 0.5 -0.089
```
Forces are in eV/Å.

(3)
The following is a quantum chemistry calculation of a molecular structure, C3H4CuO2, from the OMol25 dataset.

Properties
Multiplicity ... 2
Largest force on an atom ... 3.69 eV/Å
Relative energy (zero: lowest compared OMol25 entry of this formula, charge and spin) ... 2.5795 eV
Total charge ... 0
Expectation value of S² ... 0.757
Lowest unoccupied orbital energy (spin up / spin down) ... 0.137 / -0.123 eV

```
10
Properties=species:S:1:pos:R:3:forces:R:3:lowdin_charge:R:1
O 0.6472 1.2313 -0.0761 -0.9 -2.3 -0.7 -0.079
C 0.3859 0.2212 0.7374 -0.9 -0.1 -3.6 -0.218
C 0.3421 0.6662 -1.7889 0.4 0.2 2.2 0.075
O 0.0551 -0.9124 -0.0672 0.8 1.1 1.4 -0.227
C 0.4777 -0.7863 -1.4341 0.3 0.5 -0.1 -0.207
H 1.1647 1.1251 -2.3456 -0.4 -0.1 0.3 0.108
H -0.6711 0.9819 -2.0752 0.5 0.2 0.4 0.112
H 1.5337 -1.0975 -1.4872 -0.4 -0.1 -0.2 0.131
H -0.1829 -1.4350 -2.0247 0.3 0.2 0.2 0.136
Cu -1.1626 -0.4750 2.1398 0.3 0.4 0.0 0.169
```
Forces are in eV/Å.

(4)
The following is a quantum chemistry calculation of a gas-phase ion, CH4NO3S (charge -1), from the OMol25 dataset.

Properties
Largest force on an atom ... 5.09 eV/Å
Relative energy (zero: lowest compared OMol25 entry of this formula, charge and spin) ... 1.2312 eV
Structure (SMILES) ... CO[S@](=N)(=O)[O-]
Total charge ... -1
Lowest unoccupied orbital energy ... 4.072 eV

```
10
Properties=species:S:1:pos:R:3:forces:R:3:lowdin_charge:R:1
C -1.4812 0.2445 0.3554 -1.9 2.1 -1.4 -0.215
N 2.2220 -1.1105 0.1905 -2.7 4.2 1.1 -0.252
O 1.2131 1.4203 0.3752 0.2 -0.5 0.5 -0.377
O 0.7964 0.0770 -1.6131 -0.4 0.2 -0.1 -0.402
O -0.3231 -0.4625 0.4677 0.5 -1.6 1.1 -0.356
S 1.0454 0.0887 -0.1761 3.5 -2.2 -0.9 0.449
H -2.1236 -0.1220 -0.5539 1.1 0.8 1.5 0.107
H -1.2628 1.3666 0.2798 -0.4 -1.4 -0.3 0.094
H -2.0784 0.1514 1.2744 0.1 -0.3 -0.2 0.068
H 1.9923 -1.6535 -0.5999 -0.1 -1.2 -1.3 -0.116
```
Forces are in eV/Å.

(5)
The following is a quantum chemistry calculation of 5 unconnected molecules or ions with the total composition C19H42F5N4O4P, from the OMol25 dataset.

Properties
Largest force on an atom ... 1.12 eV/Å
Relative energy (zero: lowest compared OMol25 entry of this formula, charge and spin) ... 0.0000 eV
Structure (SMILES) ... CCCCC[PH3]C(F)(F)C(F)(F)F.CN(C)C=O.CN(C)C=O.CN(C)C=O.CN(C)C=O
Total charge ... 0
Lowest unoccupied orbital energy ... 0.641 eV

```
75
Properties=species:S:1:pos:R:3:forces:R:3:lowdin_charge:R:1
C 5.5370 -3.0665 0.4674 0.0 0.0 0.4 -0.118
C 5.5610 -1.5453 0.3724 -0.2 -0.1 -0.2 -0.247
C 4.2424 -0.8921 -0.0933 0.4 -0.1 0.4 -0.217
C 2.9828 -1.6930 0.2091 -0.2 0.7 -0.5 -0.316
C 1.7324 -0.8169 0.2525 -0.3 -0.8 0.3 -0.385
P 0.1680 -1.9181 0.3118 0.8 0.5 -0.1 0.902
C -1.3630 -3.1486 0.4034 0.7 -0.3 -0.4 -0.586
F -2.5408 -2.4961 0.5374 -0.1 0.0 0.1 0.050
F -1.1669 -3.9258 1.5076 -0.2 0.1 0.2 0.033
C -1.4520 -4.1195 -0.8169 -0.6 -0.5 -0.3 -0.523
F -2.5725 -3.8735 -1.5453 1.0 -0.3 0.4 0.133
F -0.3764 -3.9553 -1.6405 -0.7 -0.2 0.5 0.091
F -1.4704 -5.4226 -0.4363 0.0 1.0 -0.5 0.136
H 6.5382 -3.4808 0.4746 0.2 -0.1 -0.1 0.059
H 5.1018 -3.3590 1.4180 -0.2 -0.2 0.1 0.066
H 4.9561 -3.5455 -0.3121 0.0 0.0 -0.3 0.068
H 6.3566 -1.2398 -0.2975 0.2 0.1 -0.1 0.097
H 5.8175 -1.1453 1.3473 0.1 0.0 0.2 0.100
H 4.3162 -0.6719 -1.1526 -0.2 0.0 -0.3 0.109
H 4.1594 0.0678 0.4081 0.0 0.3 0.0 0.104
H 3.0791 -2.1849 1.1704 0.0 -0.4 0.1 0.102
H 2.8427 -2.4338 -0.5768 0.1 -0.4 0.1 0.098
H 1.7472 -0.2565 1.1841 0.0 0.4 0.0 0.074
H 1.7000 -0.1437 -0.5977 -0.1 0.3 -0.1 0.072
H -0.3639 -1.2520 1.4394 -0.3 -0.1 0.0 0.042
H 0.9653 -3.0743 0.5484 -0.1 -0.1 0.0 0.041
H -0.2809 -1.4677 -0.9569 -0.2 -0.1 0.0 0.032
C 8.8321 -6.1102 0.1825 0.1 0.1 -0.1 -0.365
O 9.0196 -5.3882 1.1402 0.0 0.0 0.1 0.011
N 7.9496 -7.1260 0.1496 -0.1 -0.1 -0.1 -0.201
C 7.7677 -7.9534 -1.0253 -0.1 0.0 0.2 -0.062
C 7.1563 -7.3910 1.3383 0.1 0.1 0.0 -0.040
H 9.3846 -5.9839 -0.7646 0.0 0.0 0.0 0.132
H 6.7380 -7.8860 -1.3823 0.0 0.0 -0.1 0.089
H 7.9924 -8.9967 -0.7945 0.0 0.0 -0.1 0.088
H 8.4341 -7.6201 -1.8176 0.0 0.0 0.0 0.081
H 6.5608 -6.5149 1.5967 0.0 0.0 0.0 0.087
H 7.8071 -7.6183 2.1829 0.0 0.0 0.0 0.093
H 6.4972 -8.2345 1.1512 0.0 0.0 0.0 0.085
C -0.8928 1.7431 -0.8856 0.2 0.0 0.1 -0.363
O -0.1015 2.6413 -1.1036 0.1 0.1 0.0 0.008
N -2.2074 1.8040 -1.1420 -0.1 -0.1 0.0 -0.179
C -3.1137 0.7135 -0.8479 -0.1 0.2 0.0 -0.046
C -2.7474 3.0212 -1.7292 0.2 0.0 0.0 -0.028
H -0.5588 0.7819 -0.4462 -0.2 0.1 0.0 0.090
H -3.5999 0.3674 -1.7628 0.0 -0.1 0.0 0.094
H -3.8797 1.0445 -0.1435 0.0 0.0 0.0 0.086
H -2.5687 -0.1160 -0.4084 0.1 -0.1 0.0 0.053
H -2.2774 3.2220 -2.6919 0.0 0.0 0.0 0.098
H -2.5516 3.8650 -1.0705 -0.1 0.1 -0.1 0.076
H -3.8190 2.9144 -1.8611 0.0 0.0 0.0 0.075
C -6.1634 6.1208 -2.2123 0.0 0.1 0.0 -0.360
O -5.0027 5.7938 -2.3732 0.1 0.0 0.0 0.005
N -7.0802 5.3858 -1.5614 -0.2 0.0 0.0 -0.195
C -8.4484 5.8281 -1.3945 0.1 -0.2 0.0 -0.062
C -6.6673 4.1027 -1.0082 0.1 0.2 -0.1 -0.034
H -6.5654 7.0749 -2.5956 0.0 0.0 0.0 0.131
H -8.6927 5.9141 -0.3337 -0.1 0.0 0.0 0.088
H -9.1367 5.1173 -1.8565 -0.1 0.0 0.0 0.088
H -8.5834 6.8002 -1.8641 0.0 0.0 0.0 0.080
H -5.8555 4.2489 -0.2990 0.0 -0.1 0.0 0.055
H -6.3086 3.4570 -1.8116 0.0 -0.1 0.0 0.089
H -7.5089 3.6286 -0.5099 -0.1 0.0 0.0 0.090
C -3.6516 3.8597 2.0920 0.1 0.0 0.0 -0.338
O -4.4321 3.5643 1.2045 -0.1 -0.2 0.0 -0.009
N -3.0604 5.0573 2.2003 0.1 0.2 0.1 -0.188
C -2.1257 5.3655 3.2642 -0.1 0.1 -0.2 -0.055
C -3.3733 6.0755 1.2065 0.0 -0.1 0.0 -0.026
H -3.3609 3.1520 2.8859 0.0 0.0 0.0 0.136
H -2.4931 6.2029 3.8604 0.0 0.0 0.0 0.089
H -1.1524 5.6290 2.8469 0.0 0.0 0.1 0.092
H -2.0053 4.5006 3.9125 0.0 0.0 0.0 0.082
H -4.4415 6.2949 1.2177 0.0 0.0 0.0 0.093
H -3.1129 5.7275 0.2074 0.0 0.0 0.0 0.080
H -2.8157 6.9803 1.4314 0.0 0.0 0.0 0.088
```
Forces are in eV/Å.

(6)
The following is a quantum chemistry calculation of a single C5H10O2 molecule, from the OMol25 dataset.

Properties
Largest force on an atom ... 0.35 eV/Å
Relative energy (zero: lowest compared OMol25 entry of this formula, charge and spin) ... 2.6596 eV
Structure (SMILES) ... COC[C@H]1C[C@H]1O
Total charge ... 0
Lowest unoccupied orbital energy ... 1.007 eV

```
17
Properties=species:S:1:pos:R:3:forces:R:3:lowdin_charge:R:1
C -2.0933 -0.2649 0.9621 -0.2 -0.1 0.0 -0.105
O -0.7844 0.2686 1.0096 0.1 0.1 0.0 -0.218
C -0.4560 1.0558 -0.1327 0.0 0.1 -0.2 -0.179
C 0.7840 0.5610 -0.8461 -0.1 0.1 -0.1 -0.206
C 2.0233 0.1724 -0.0707 0.2 0.0 0.1 -0.055
C 1.2340 -0.8750 -0.7987 0.2 0.1 -0.3 -0.322
O 0.5265 -1.8583 -0.1125 -0.1 0.0 0.2 -0.013
H -2.8474 0.5292 0.8701 0.1 -0.1 0.0 0.092
H -2.2542 -0.7983 1.9020 0.0 0.1 -0.1 0.094
H -2.2030 -0.9681 0.1237 0.0 0.1 0.1 0.097
H -1.2995 1.0584 -0.8362 0.1 0.0 0.1 0.122
H -0.3038 2.0903 0.2049 0.0 -0.1 -0.1 0.128
H 0.9497 1.0871 -1.7857 0.0 -0.1 0.1 0.137
H 2.9963 0.4742 -0.4489 -0.2 -0.1 0.1 0.100
H 1.9357 0.1703 1.0141 0.0 0.0 -0.2 0.115
H 1.6627 -1.2927 -1.7057 -0.1 0.1 0.1 0.143
H 0.1295 -1.4100 0.6506 0.0 -0.1 -0.1 0.069
```
Forces are in eV/Å.

The highest total charge belongs to which entry?
C24H45NO3P2Re

Look up the relative energy (zero: lowest compared OMol25 entry of this formula, charge and spin) of the fifth one.
0.0000 eV

What is the total charge in the fourth record?
-1